C26H45ClNPSY | ωB97M-V/def2-TZVPD

XYZ file:
```
76
Properties=species:S:1:pos:R:3:forces:R:3
Y 0.685 -0.710 1.386 -1.3 0.8 -0.8
P 1.274 -0.861 -1.429 0.8 -1.2 0.8
Cl 2.914 -1.016 2.317 1.2 -0.2 0.5
C 0.399 0.700 -0.599 1.7 1.0 0.4
H 0.218 1.310 -1.477 -0.9 -0.1 -0.3
H 0.993 1.508 -0.012 0.2 -1.0 -0.4
C 1.354 -2.755 -0.838 0.7 -0.8 -0.5
C 3.119 -0.432 -1.403 -0.3 -0.2 0.0
C 1.791 -3.836 -1.851 0.1 -0.9 0.2
H 2.126 -2.714 -0.043 -0.1 0.0 -0.1
C 1.931 -5.250 -1.235 0.0 0.1 0.3
H 1.040 -3.928 -2.647 0.1 0.1 0.2
H 2.739 -3.604 -2.353 -0.2 0.1 0.3
C 0.662 -5.700 -0.494 -0.2 0.2 -0.3
H 2.174 -5.973 -2.030 0.0 0.1 0.2
H 2.778 -5.269 -0.529 -0.2 0.1 -0.2
C 0.083 -4.607 0.419 0.3 0.2 0.2
H -0.103 -5.992 -1.231 0.1 0.1 0.1
H 0.879 -6.597 0.100 -0.1 0.1 -0.1
C 0.015 -3.194 -0.224 -0.2 -0.6 -0.3
H -0.922 -4.900 0.754 0.2 0.1 -0.1
H 0.705 -4.564 1.328 -0.1 0.2 -0.2
H -0.747 -3.228 -1.021 0.1 0.2 0.1
H -0.425 -2.512 0.564 0.2 -0.5 -0.4
C 0.927 -1.096 -3.271 -0.6 0.6 -0.4
C 3.286 0.798 -2.304 0.3 0.1 0.1
H 3.285 -0.113 -0.357 -0.1 0.0 -0.3
C 4.669 1.435 -2.117 -0.3 0.0 0.1
H 3.137 0.521 -3.361 0.1 0.1 0.3
H 2.500 1.524 -2.054 0.2 -0.1 -0.1
C 5.817 0.432 -2.223 0.0 -0.2 -0.1
H 4.784 2.230 -2.858 0.2 0.0 0.0
H 4.703 1.922 -1.134 -0.1 -0.1 0.0
C 5.589 -0.876 -1.448 -0.1 0.1 0.3
H 5.988 0.186 -3.279 0.0 0.0 0.0
H 6.729 0.913 -1.857 0.1 -0.1 -0.1
C 4.205 -1.498 -1.682 -0.2 0.2 -0.1
H 6.366 -1.607 -1.705 0.0 0.1 0.0
H 5.691 -0.681 -0.371 0.0 0.0 -0.1
H 4.146 -1.880 -2.715 0.0 0.1 0.4
H 4.077 -2.361 -1.011 0.1 0.2 -0.2
C -0.420 -1.789 -3.578 -0.3 0.1 0.0
H 0.833 -0.034 -3.554 -0.1 -0.1 -0.3
C -0.829 -1.678 -5.067 0.1 0.2 0.2
H -0.364 -2.860 -3.325 0.0 0.4 0.0
H -1.219 -1.361 -2.954 0.2 -0.2 -0.3
C 0.249 -2.138 -6.051 0.3 0.0 0.1
H -1.744 -2.265 -5.228 0.1 0.1 0.0
H -1.090 -0.636 -5.294 0.1 0.0 0.1
C 1.645 -1.583 -5.708 -0.3 0.2 0.0
H 0.297 -3.235 -6.066 0.0 0.1 0.1
H -0.028 -1.817 -7.064 0.0 -0.2 0.1
C 1.994 -1.716 -4.214 0.3 -0.2 0.0
H 2.409 -2.107 -6.307 -0.2 0.2 0.2
H 1.697 -0.527 -6.004 -0.1 0.0 0.1
H 2.102 -2.790 -4.021 -0.1 0.3 0.1
H 2.980 -1.272 -4.059 -0.3 -0.1 -0.1
C -2.264 0.126 -1.370 -0.7 1.1 -0.9
C -2.098 1.132 -2.331 -0.1 -0.7 2.0
H -1.529 -0.627 -0.962 -0.9 0.1 -1.8
C -2.453 2.592 -1.894 -1.6 -0.4 -1.1
H -1.718 0.992 -3.371 0.8 0.2 1.3
C -3.272 2.685 -0.571 0.0 -0.5 -0.4
H -1.615 3.332 -1.841 -0.1 -1.2 -0.1
H -3.071 2.936 -2.749 -0.1 0.5 0.5
C -4.259 1.488 -0.473 0.1 0.4 -0.2
H -2.604 2.742 0.306 -0.2 -0.3 -0.4
H -3.866 3.615 -0.558 0.3 -0.2 -0.1
C -3.574 0.105 -0.591 0.2 0.4 1.3
H -4.832 1.578 0.466 0.2 -0.2 -0.4
H -4.973 1.589 -1.308 0.1 0.1 0.2
H -3.431 -0.354 0.406 0.1 0.4 -0.2
H -4.296 -0.602 -1.066 0.7 0.4 -0.1
S -1.525 0.313 2.415 -0.1 0.3 0.6
C -0.743 1.387 3.460 -0.1 1.8 1.7
N -0.414 2.188 4.265 -0.2 -1.7 -1.7
```
Positions in Å, forces in eV/Å.

Output
- Total charge: -1
- LUMO energy (spin up / spin down): 2.483 / 2.492 eV

=====

C26H45F3NdO2P2 | ωB97M-V/def2-TZVPD

XYZ file:
```
79
Properties=species:S:1:pos:R:3:forces:R:3
Nd 0.053 0.000 0.019 0.4 2.1 4.3
C -0.344 -1.221 2.574 1.2 0.4 -0.5
C 0.799 -1.789 1.906 -0.4 1.2 -0.1
C 1.340 0.358 2.577 -0.3 -1.2 -0.5
C 0.011 0.085 3.017 0.7 -0.9 -0.8
C 1.831 -0.789 1.872 -1.3 0.0 0.4
C -1.585 -1.950 2.931 -0.6 -0.2 0.2
H -1.848 -2.707 2.183 0.0 0.0 0.1
H -2.441 -1.267 3.025 0.2 -0.2 0.0
H -1.484 -2.477 3.894 0.0 0.1 -0.2
C -0.743 0.880 4.003 -0.4 0.7 0.2
H -1.806 0.636 3.988 0.0 0.0 0.0
H -0.629 1.952 3.814 -0.1 -0.2 0.1
H -0.378 0.686 5.023 0.0 0.0 -0.2
C 2.165 1.508 2.992 0.3 1.0 0.3
H 2.661 1.310 3.960 -0.1 0.0 -0.4
H 1.547 2.411 3.104 0.4 -0.4 0.0
H 2.952 1.730 2.260 -0.1 0.0 0.2
C 3.196 -0.966 1.320 0.7 -0.1 -0.1
H 3.846 -1.504 2.026 -0.1 0.1 -0.2
H 3.672 0.000 1.110 0.0 -0.2 0.1
H 3.189 -1.541 0.385 0.1 0.2 0.2
C 0.928 -3.208 1.524 0.1 -1.1 -0.2
H 1.132 -3.869 2.389 -0.1 0.3 -0.3
H 1.751 -3.357 0.817 -0.2 0.0 0.3
H 0.012 -3.591 1.048 0.3 0.0 0.2
C -0.700 -1.140 -2.109 -1.4 -2.9 -0.2
C -0.795 -2.178 -1.185 -1.4 0.4 -2.7
C -0.470 -3.605 -1.585 -0.1 -0.1 0.3
C 1.027 -3.996 -1.713 0.3 -0.5 0.1
C 2.014 -2.869 -1.582 0.4 -0.4 -0.5
C 2.077 -1.869 -2.463 0.2 -0.2 -0.4
C 1.226 -1.850 -3.710 0.3 0.1 -0.2
C -0.242 -1.403 -3.526 0.0 0.5 0.0
H -0.958 -3.825 -2.544 0.0 0.3 0.1
H 1.162 -4.505 -2.685 0.0 0.3 0.3
H -0.937 -4.287 -0.862 0.1 0.3 -0.1
H -0.892 -2.169 -3.967 -0.1 0.1 0.2
H -1.325 -0.227 -2.031 0.4 -0.2 0.5
H -1.488 -2.126 -0.322 0.7 0.5 0.0
H -0.403 -0.494 -4.115 -0.1 -0.1 0.1
H 1.703 -1.180 -4.443 -0.2 -0.3 0.2
H 2.874 -1.125 -2.436 -0.1 -0.3 0.2
H 1.222 -2.850 -4.176 0.1 0.3 0.3
H 1.252 -4.757 -0.951 -0.1 0.3 -0.3
H 2.810 -3.035 -0.855 -0.3 0.4 -0.1
P -3.237 0.409 0.178 -0.2 0.5 -0.1
C -3.984 1.196 1.656 0.3 0.0 0.3
H -5.021 1.501 1.460 0.3 -0.1 0.0
H -3.407 2.086 1.936 -0.1 -0.2 0.0
H -3.972 0.490 2.495 0.0 0.2 -0.1
C -3.635 1.690 -1.080 0.2 0.1 -0.1
H -4.691 1.990 -1.011 0.3 -0.1 0.0
H -3.442 1.288 -2.082 -0.1 0.1 0.1
H -3.004 2.575 -0.931 -0.2 -0.2 0.0
C -4.517 -0.829 -0.219 0.0 -0.3 0.0
H -4.315 -1.263 -1.202 -0.1 0.0 0.1
H -5.523 -0.395 -0.222 0.2 0.0 0.0
H -4.486 -1.637 0.520 0.0 0.1 -0.1
P 1.994 1.887 -1.391 0.2 0.3 -0.1
C 3.749 1.447 -1.585 0.3 -0.3 0.0
H 4.170 1.889 -2.495 0.0 0.0 0.1
H 3.856 0.360 -1.637 0.1 0.2 0.0
H 4.323 1.795 -0.719 -0.1 0.0 -0.1
C 1.428 2.045 -3.121 -0.1 0.0 -0.2
H 1.541 1.097 -3.654 0.0 0.0 0.0
H 2.000 2.819 -3.641 -0.1 -0.1 0.0
H 0.367 2.318 -3.141 0.1 0.0 0.0
C 2.125 3.648 -0.933 -0.1 0.2 0.3
H 2.853 4.166 -1.571 -0.1 -0.2 0.1
H 2.447 3.738 0.110 0.0 0.0 -0.1
H 1.156 4.149 -1.029 0.1 -0.1 0.0
F -1.133 5.634 1.268 -0.1 -1.3 -0.4
C -1.437 4.427 0.751 -0.6 0.5 -0.6
F -2.779 4.221 0.983 1.2 0.0 -0.2
F -1.280 4.519 -0.609 -0.2 -0.1 0.8
C -0.568 3.253 1.337 0.5 0.1 1.1
O -0.003 3.540 2.389 -0.7 -0.4 -1.5
O -0.557 2.120 0.687 -0.3 1.4 0.0
```
Positions in Å, forces in eV/Å.

Output
- Total charge: +1
- LUMO energy (spin up / spin down): -3.945 / -3.949 eV
- Multiplicity: 4

=====

C26H45F6N7O12S2V | ωB97M-V/def2-TZVPD

XYZ file:
```
99
Properties=species:S:1:pos:R:3:forces:R:3
V -6.741 -12.919 -9.268 2.1 0.3 -2.9
N -6.464 -14.108 -11.743 2.8 -2.7 2.5
O -7.447 -14.174 -10.994 -5.5 -2.3 0.6
O -5.982 -14.994 -12.425 -2.1 1.5 -1.0
O -5.774 -13.227 -11.239 4.3 4.2 0.0
N -4.665 -11.313 -8.442 0.8 1.2 -0.4
O -3.666 -10.697 -8.219 0.5 0.2 0.3
O -5.504 -11.083 -9.263 -3.6 5.0 -7.5
O -5.099 -12.284 -7.916 0.6 -7.8 7.1
C -8.611 -9.328 -11.422 0.5 -1.7 -1.7
F -9.591 -8.742 -12.156 1.0 -0.3 0.8
F -7.404 -9.118 -12.026 -1.5 0.0 0.7
F -8.577 -8.881 -10.203 -0.1 1.1 0.9
S -8.940 -11.199 -11.339 0.7 -1.0 -5.0
O -10.401 -11.297 -11.181 2.1 0.4 0.6
O -8.411 -11.692 -12.651 -1.4 1.2 3.0
O -8.088 -11.683 -10.236 -0.6 0.6 1.1
C -3.713 -16.209 -8.052 -2.0 0.7 0.4
F -3.036 -17.368 -8.261 -0.9 1.8 0.4
F -4.091 -16.057 -6.747 0.7 -0.9 -0.5
F -3.000 -15.128 -8.324 0.9 -0.4 -0.4
S -5.349 -16.044 -9.044 0.2 -6.4 -4.3
O -6.265 -17.081 -8.533 1.6 1.7 0.3
O -5.877 -14.721 -8.911 -0.6 3.2 1.8
O -4.938 -16.292 -10.452 0.0 0.6 3.0
N -3.185 -10.558 -13.652 -0.3 -0.8 2.6
C -4.430 -10.756 -13.009 0.5 0.5 -2.4
C -5.341 -10.664 -14.040 -0.1 0.6 -0.1
C -4.647 -10.319 -15.256 -0.4 -1.6 -0.1
C -3.312 -10.429 -14.996 0.3 0.9 0.5
H -2.349 -10.466 -13.093 0.0 -0.2 -0.5
H -4.577 -10.956 -11.958 0.3 0.0 -0.1
H -6.407 -10.825 -13.975 0.1 0.1 0.2
H -5.068 -10.315 -16.251 -0.1 0.1 0.1
H -2.416 -10.459 -15.597 -0.2 0.4 -0.2
N -12.172 -13.109 -10.328 -1.7 -0.4 -0.7
C -13.206 -13.677 -11.054 0.2 0.0 -0.3
C -14.237 -14.001 -10.210 0.5 0.1 0.3
C -13.806 -13.594 -8.908 -1.5 0.1 0.3
C -12.621 -12.980 -9.054 2.0 0.1 0.6
H -11.373 -12.622 -10.707 0.0 0.1 -0.2
H -13.189 -13.755 -12.131 0.3 -0.1 0.1
H -15.189 -14.426 -10.493 0.2 -0.1 0.0
H -14.342 -13.614 -7.970 -0.1 -0.2 -0.1
H -11.963 -12.518 -8.334 -0.2 0.0 0.2
N -9.640 -18.539 -11.365 -0.1 -0.1 -0.6
C -10.769 -19.285 -11.319 -2.2 0.1 1.3
C -11.780 -18.498 -10.717 0.4 -0.6 -0.9
C -11.267 -17.203 -10.537 2.0 -0.6 -0.5
C -9.923 -17.288 -10.940 -0.9 1.8 0.7
H -8.772 -18.891 -11.742 -0.1 0.5 0.2
H -10.866 -20.289 -11.704 0.4 0.1 0.2
H -12.800 -18.738 -10.460 0.1 -0.5 -0.3
H -11.772 -16.309 -10.202 0.0 -0.1 0.1
H -9.244 -16.448 -10.918 0.4 -0.4 -0.2
C 0.306 -12.800 -6.338 0.7 0.0 0.1
C -0.118 -11.964 -5.095 -0.1 -1.1 -0.8
N -1.309 -12.476 -4.379 0.9 1.2 0.2
C -2.520 -12.456 -5.256 0.9 -0.1 1.1
C -3.694 -13.197 -4.600 -0.2 0.4 -0.5
C -1.420 -11.585 -3.191 -1.3 -0.5 0.2
C -0.366 -11.753 -2.090 0.0 -0.7 -0.2
H 1.193 -12.391 -6.820 0.2 0.4 0.3
H -0.345 -12.925 -7.203 -0.7 0.3 0.4
H 0.616 -13.808 -6.061 -0.2 -0.1 0.3
H 0.701 -11.952 -4.376 0.1 -0.4 -0.1
H -0.226 -10.906 -5.334 -0.4 0.3 -0.5
H -2.760 -11.426 -5.518 -0.3 0.3 0.0
H -2.180 -12.922 -6.181 -0.5 -0.2 0.1
H -4.262 -12.623 -3.868 0.4 0.3 0.3
H -4.453 -13.389 -5.359 0.2 -0.4 -0.2
H -3.364 -14.117 -4.118 0.0 -0.1 -0.2
H -2.416 -11.769 -2.788 0.0 -0.3 0.3
H -1.490 -10.527 -3.443 0.3 0.4 -0.6
H 0.587 -11.290 -2.349 0.0 -0.1 0.0
H -0.209 -12.814 -1.898 0.2 -0.1 -0.2
H -0.664 -11.365 -1.116 -0.3 0.4 -0.2
C -8.949 -15.270 -8.211 0.7 -0.5 0.0
C -9.204 -13.781 -8.070 -1.2 -1.0 0.0
N -8.064 -12.932 -7.617 -0.3 -0.8 1.2
C -7.480 -13.472 -6.308 -0.2 1.7 0.3
C -8.548 -13.502 -5.169 0.5 -1.4 0.0
C -8.642 -11.604 -7.310 -0.5 2.0 0.1
C -7.729 -10.494 -6.733 1.1 -0.6 -0.2
H -8.289 -15.562 -9.027 0.1 0.3 0.1
H -9.868 -15.827 -8.390 -0.2 0.4 0.0
H -8.527 -15.708 -7.306 0.1 0.1 0.1
H -9.673 -13.425 -8.988 0.6 0.5 -0.2
H -10.034 -13.723 -7.367 0.1 0.4 0.4
H -6.802 -14.322 -6.383 -1.0 -0.7 -0.5
H -6.699 -12.742 -6.096 -0.3 0.4 0.4
H -9.314 -14.265 -5.312 -0.1 0.0 -0.6
H -8.106 -13.911 -4.261 0.5 0.5 0.1
H -9.091 -12.590 -4.922 0.5 0.1 -0.2
H -9.469 -11.601 -6.600 -0.1 -1.0 0.0
H -9.122 -11.266 -8.228 0.3 0.1 0.0
H -8.190 -9.508 -6.674 -0.3 -0.2 -0.5
H -6.789 -10.414 -7.280 -0.2 0.3 -0.4
H -7.356 -10.660 -5.722 -0.4 -0.5 0.3
```
Positions in Å, forces in eV/Å.

Output
- Total charge: -1
- LUMO energy (spin up / spin down): 1.043 / 1.935 eV
- Multiplicity: 3